No. 1
# C4H6N

C4H6N as an isolated structure in a non-equilibrium geometry (ωB97M-V/def2-TZVPD, the OMol25 dataset).

Each line ends with the natural charge from an NBO analysis.
Positions of all 11 atoms, in Å:
H 0.546 -0.627 0.347  0.431
H -0.807 -1.443 -0.867  0.467
H -0.979 -1.575 0.751  0.442
H -2.633 1.913 -0.332  0.256
N -0.563 -0.997 0.077  -0.739
C -1.301 0.155 -0.004  0.035
C 2.087 0.522 -0.554  0.051
C -2.018 1.122 -0.139  -0.083
C 1.622 0.254 0.545  -0.482
H 1.578 0.183 1.719  0.353
H 2.470 0.492 -1.543  0.268

The value obtained for the electronic energy is -5722.2766 eV. As for the spin multiplicity: 1. The value obtained for the HOMO-LUMO gap is 10.702 eV. Its net charge is +1. The calculation puts the relative energy (zero: lowest compared OMol25 entry of this formula, charge and spin) at 436.5 kJ/mol.

No. 2
# C4H6N

C4H6N as an isolated structure in a non-equilibrium geometry (ωB97M-V/def2-TZVPD, the OMol25 dataset).

Each line ends with the natural charge from an NBO analysis.
Positions of all 11 atoms, in Å:
C 2.410 0.864 0.376  -0.011
N -0.457 0.182 0.108  -0.801
H -1.395 0.638 -0.203  0.508
C -2.218 -1.109 -1.168  -0.103
H 0.663 0.409 -0.043  0.457
H -2.856 -1.378 -2.012  0.286
C -1.218 -0.957 -0.455  0.046
H -0.590 0.373 1.114  0.435
C 1.544 0.181 1.046  -0.348
H 1.366 -0.054 1.968  0.244
H 2.752 0.850 -0.732  0.288

The value obtained for the electronic energy is -5719.0883 eV. As for the spin multiplicity: 1. The value obtained for the HOMO-LUMO gap is 10.234 eV. Its net charge is +1. The calculation puts the relative energy (zero: lowest compared OMol25 entry of this formula, charge and spin) at 744.1 kJ/mol.